{
  "formula": "C4H12N2O",
  "method": "ωB97M-V/def2-TZVPD",
  "species": ["C", "C", "C", "O", "N", "C", "N", "H", "H", "H", "H", "H", "H", "H", "H", "H", "H", "H", "H"],
  "xyz": [[0.90820, -1.19619, -0.65714], [-0.28572, -0.33939, -0.31612], [-1.35564, -0.97026, -1.19719], [-2.14571, -2.14247, -0.55760], [-0.23546, 1.08021, -0.35150], [0.69551, 1.81374, 0.52216], [1.09783, 1.11499, 1.73840], [1.59588, -1.20506, 0.22459], [1.46332, -0.84476, -1.48907], [0.63643, -2.26679, -0.78141], [-0.45807, -0.59629, 0.76180], [-2.19790, -0.16084, -1.35278], [-0.92568, -1.41286, -2.13674], [-2.10796, -2.13866, 0.38956], [-1.15627, 1.45340, -0.16720], [0.44605, 2.83612, 0.90352], [1.60230, 2.08588, -0.02979], [2.00994, 1.46145, 1.94966], [0.41296, 1.42779, 2.54684]],
  "forces_ev_per_a": [[2.1, -0.7, 2.7], [-0.1, -2.5, -1.1], [-4.5, 0.1, 0.8], [2.0, 1.9, -2.2], [0.0, 0.0, 2.8], [1.9, 1.7, 1.0], [-2.6, 0.0, 1.2], [-0.2, 0.1, -0.8], [0.3, 0.3, -1.0], [-0.2, 0.9, -0.1], [-0.2, 0.5, -0.1], [1.5, -1.6, -0.4], [-0.7, 0.8, 0.9], [0.1, 0.3, 0.9], [-0.8, 0.5, -1.2], [-1.4, -0.7, -1.4], [0.0, -0.6, -0.5], [0.7, -0.1, 0.5], [2.0, -0.9, -2.0]],
  "homo_ev": [-14.5, -14.5],
  "multiplicity": 2,
  "e_tot_ha": -343.9569,
  "e_above_lowest_kcal_mol": 66.29,
  "charge": 1
}